C3H4N2O in the gas phase at a distorted geometry, computed with wB97M-V/def2-TZVPD.

Properties
Gap between HOMO and LUMO = 9.16 eV
LUMO = 0.72 eV

Each atom is followed by the atoms it is bonded to, with distances in Å.
Cartesian coordinates (Å):
1 H 2.4035 0.1195 1.3479  N2 1.100
2 N 1.3646 0.2653 1.6774  H1 1.100, C3 1.284
3 C 0.4616 0.2695 0.7648  N2 1.284, C4 1.432, O7 1.344
4 C 0.6164 -0.3736 -0.5052  C3 1.432, C5 1.395, H8 1.009
5 C -0.6750 -0.3288 -1.0303  C4 1.395, N6 1.370, H9 1.098
6 N -1.4008 0.5660 -0.2895  C5 1.370, O7 1.435, H10 1.086
7 O -0.6667 0.9921 0.8672  C3 1.344, N6 1.435
8 H 1.3839 -0.9210 -0.8646  C4 1.009
9 H -1.1108 -0.7579 -1.9416  C5 1.098
10 H -2.3766 0.1689 -0.0260  N6 1.086

C6H10O in the gas phase, computed with wB97M-V/def2-TZVPD.

Properties
Gap between HOMO and LUMO = 10.50 eV
LUMO = 1.08 eV

Each atom is followed by the atoms it is bonded to, with distances in Å.
Cartesian coordinates (Å):
1 C 1.8119 -0.5555 -0.2190  C2 1.521, H8 1.097, H9 1.096, H10 1.096
2 C 0.7731 0.3382 0.4411  C1 1.521, C3 1.558, C7 1.553, H11 1.096
3 C 0.0423 1.3968 -0.4379  C2 1.558, C4 1.540, H12 1.095, H13 1.094
4 C -1.3135 0.8385 0.0327  C3 1.540, O5 1.435, C7 1.544, H14 1.094
5 O -1.8652 -0.1299 -0.8711  C4 1.435, C6 1.439
6 C -1.2704 -1.2137 -0.1349  O5 1.439, C7 1.532, H15 1.097, H16 1.098
7 C -0.6005 -0.2558 0.8553  C2 1.553, C4 1.544, C6 1.532, H17 1.091
8 H 2.1342 -1.3617 0.4508  C1 1.097
9 H 2.7020 0.0215 -0.4960  C1 1.096
10 H 1.4258 -1.0140 -1.1362  C1 1.096
11 H 1.2247 0.8217 1.3152  C2 1.096
12 H 0.2451 2.4371 -0.1634  C3 1.095
13 H 0.1844 1.2837 -1.5170  C3 1.094
14 H -2.0693 1.5316 0.4138  C4 1.094
15 H -0.6135 -1.8328 -0.7582  C6 1.097
16 H -2.0374 -1.8614 0.3093  C6 1.098
17 H -0.7738 -0.4443 1.9156  C7 1.091

We obtain relative energy (zero: lowest compared OMol25 entry of this formula, charge and spin) values of 354.4; 141.0 kJ/mol for the records listed above, in that order.
We obtain electronic energy values of -8200.213; -8429.780 eV for the records listed above, in that order.